(1)
Formula: C3H12O2S
Source: the Open Molecules 2025 dataset
Level of theory: ωB97M-V/def2-TZVPD

The geometry in ORCA input format:
```
! RIJCOSX wB97M-V def2-TZVPD def2/J DEFGRID3
* xyz 0 1
C 0.969 1.817 -3.104
C 1.061 0.502 -2.332
C 0.029 0.505 -1.160
S 0.633 -0.313 0.334
H 1.408 1.735 -4.090
H -0.066 2.168 -3.167
H 1.494 2.607 -2.577
H 2.021 0.369 -1.825
H 0.744 -0.326 -2.969
H -0.080 1.545 -0.867
H -0.963 0.230 -1.468
H -0.190 -1.365 0.371
O 0.349 -0.560 4.685
H 0.762 -1.386 4.418
H 0.882 -0.187 5.391
O -3.248 -2.763 2.716
H -3.058 -2.015 2.128
H -2.748 -2.562 3.516
*
```

Computed properties:
LUMO energy ... 0.50 eV
Frontier orbital gap ... 9.498 eV

Charges obtained by Mulliken population analysis, quoted in units of e: -1.21, -0.24, -0.74, -0.23, 0.34, 0.32, 0.33, 0.35, 0.24, 0.31, 0.43, 0.10, -0.62, 0.32, 0.30, -0.64, 0.32, 0.32

---

(2)
Formula: C3H12O2S
Source: the Open Molecules 2025 dataset
Level of theory: ωB97M-V/def2-TZVPD

The geometry in ORCA input format:
```
! RIJCOSX wB97M-V def2-TZVPD def2/J DEFGRID3
* xyz 0 1
C -0.519 -0.184 -1.118
C -0.897 -1.134 -2.185
S 0.715 -1.729 -3.043
C 1.927 -1.053 -1.910
H -1.413 0.327 -0.567
H 0.219 -0.308 -0.344
H -0.133 0.814 -1.637
H -1.486 -2.028 -1.886
H -1.463 -0.761 -3.145
H 2.858 -1.728 -2.101
H 1.532 -1.249 -0.935
H 2.237 -0.017 -1.893
O 1.651 1.594 2.890
H 2.444 1.352 2.397
H 0.869 1.548 2.349
O -2.591 1.283 4.299
H -2.706 1.638 5.086
H -3.245 1.636 3.743
*
```

Computed properties:
LUMO energy ... 0.49 eV
Frontier orbital gap ... 8.925 eV

Charges obtained by Mulliken population analysis, quoted in units of e: -1.08, -0.26, -0.12, -0.77, 0.26, 0.32, 0.27, 0.30, 0.26, 0.27, 0.24, 0.32, -0.63, 0.32, 0.32, -0.58, 0.28, 0.31

---

The structure with the most favorable energy is (1); the runner-up is 1.438 eV above it.

---

(1)
Formula: C5H15N2
Source: the Open Molecules 2025 dataset
Level of theory: ωB97M-V/def2-TZVPD

The geometry in ORCA input format:
```
! RIJCOSX wB97M-V def2-TZVPD def2/J DEFGRID3
* xyz 2 2
N 0.393 0.819 2.482
C 0.503 1.673 1.332
C 0.951 0.989 0.022
N 0.278 -0.311 -0.252
C -1.021 -0.111 -1.064
C -1.973 -1.267 -1.043
C 1.131 -1.321 -0.993
H -0.122 -0.662 0.615
H 0.515 1.318 3.372
H 0.908 -0.066 2.450
H 1.327 2.371 1.582
H -0.393 2.301 1.354
H 0.631 1.630 -0.798
H 2.027 1.037 0.047
H -1.489 0.722 -0.562
H -0.782 0.238 -2.061
H -2.908 -0.881 -1.447
H -2.289 -1.652 -0.071
H -1.679 -2.119 -1.650
H 1.590 -0.818 -1.833
H 1.863 -1.686 -0.271
H 0.540 -2.205 -1.211
*
```

Computed properties:
LUMO energy (alpha / beta) ... -7.61 / -13.08 eV
Frontier orbital gap (alpha / beta) ... 12.715 / 7.245 eV
<S²> ... 0.754

Charges obtained by Mulliken population analysis, quoted in units of e: -0.09, -0.40, -0.55, -0.06, -0.57, -1.23, -0.87, 0.44, 0.35, 0.29, 0.39, 0.40, 0.33, 0.47, 0.44, 0.39, 0.38, 0.36, 0.39, 0.37, 0.40, 0.36

---

(2)
Formula: C5H15N2
Source: the Open Molecules 2025 dataset
Level of theory: ωB97M-V/def2-TZVPD

The geometry in ORCA input format:
```
! RIJCOSX wB97M-V def2-TZVPD def2/J DEFGRID3
* xyz 2 2
N 2.650 0.806 0.674
C 2.613 -0.585 0.273
C 1.280 -1.140 -0.432
N 0.170 -0.102 -0.208
C -1.152 -0.571 0.393
C -2.071 0.623 0.483
C -2.838 0.739 -0.860
H 0.578 0.629 0.408
H 3.133 1.373 -0.027
H 3.163 0.954 1.554
H 2.532 -1.065 1.266
H 3.509 -0.938 -0.258
H 0.973 -2.011 0.119
H 1.363 -1.313 -1.486
H -0.056 0.365 -1.094
H -1.594 -1.351 -0.234
H -0.856 -1.023 1.351
H -2.741 0.659 1.354
H -1.614 1.620 0.477
H -3.916 0.791 -0.727
H -2.560 1.609 -1.470
H -2.568 -0.067 -1.558
*
```

Computed properties:
LUMO energy (alpha / beta) ... -7.78 / -14.26 eV
Frontier orbital gap (alpha / beta) ... 10.873 / 4.387 eV
<S²> ... 0.754

Charges obtained by Mulliken population analysis, quoted in units of e: -0.18, -0.33, -0.58, -0.25, -0.93, -0.27, -1.18, 0.44, 0.33, 0.37, 0.38, 0.37, 0.33, 0.45, 0.40, 0.52, 0.46, 0.42, 0.25, 0.32, 0.35, 0.34

---

The structure with the most favorable energy is (1); the runner-up is 0.984 eV above it.

---

(1)
Formula: C9H14
Source: the Open Molecules 2025 dataset
Level of theory: ωB97M-V/def2-TZVPD

The geometry in ORCA input format:
```
! RIJCOSX wB97M-V def2-TZVPD def2/J DEFGRID3
* xyz 1 2
C -0.071 2.290 -0.239
C 0.945 3.389 -0.512
H 0.027 1.835 0.758
H -1.127 2.564 -0.206
H 0.078 1.453 -0.929
H 0.806 4.223 0.169
H 0.812 3.793 -1.518
H 1.949 2.975 -0.557
C 1.791 -2.059 1.001
C -2.130 -0.966 -0.626
C -1.949 -1.223 0.732
C -0.997 -1.026 -1.423
C -0.688 -1.681 1.304
C 0.245 -1.352 -0.872
C 0.414 -1.682 0.537
H -3.142 -0.682 -0.875
H -2.815 -1.298 1.371
H -1.142 -0.915 -2.491
H -0.618 -1.838 2.370
H 1.173 -1.351 -1.429
H 1.832 -3.070 1.404
H 2.089 -1.415 1.831
H 2.516 -1.964 0.198
*
```

Computed properties:
LUMO energy (alpha / beta) ... -4.55 / -8.45 eV
Frontier orbital gap (alpha / beta) ... 9.891 / 5.987 eV
<S²> ... 0.769

Charges obtained by Mulliken population analysis, quoted in units of e: -0.58, -1.02, 0.27, 0.37, 0.10, 0.32, 0.29, 0.30, -1.39, -0.40, -0.23, -0.54, -0.44, -0.22, 1.05, 0.45, 0.42, 0.40, 0.41, 0.37, 0.36, 0.35, 0.39

---

(2)
Formula: C9H14
Source: the Open Molecules 2025 dataset
Level of theory: ωB97M-V/def2-TZVPD

The geometry in ORCA input format:
```
! RIJCOSX wB97M-V def2-TZVPD def2/J DEFGRID3
* xyz 1 2
C 0.634 -0.647 -2.773
C 1.384 -0.699 -4.108
H 1.239 -1.139 -2.006
H 0.670 0.396 -2.425
H -0.347 -1.108 -2.807
H 0.831 -1.315 -4.826
H 2.315 -1.259 -4.086
H 1.539 0.250 -4.599
C -1.277 1.642 -0.451
C -0.716 0.821 0.641
C 0.696 0.476 0.624
C -1.544 0.326 1.685
C 1.198 -0.364 1.557
C -1.038 -0.553 2.598
C 0.315 -0.958 2.499
H -2.051 2.287 -0.030
H -1.829 0.987 -1.127
H 1.228 0.875 -0.222
H -2.556 0.673 1.808
H 2.207 -0.738 1.549
H -1.680 -0.859 3.416
H 0.650 -1.714 3.191
H -0.538 2.253 -0.960
*
```

Computed properties:
LUMO energy (alpha / beta) ... -4.42 / -8.16 eV
Frontier orbital gap (alpha / beta) ... 10.046 / 6.310 eV
<S²> ... 0.768

Charges obtained by Mulliken population analysis, quoted in units of e: -0.51, -1.01, 0.27, 0.02, 0.37, 0.28, 0.30, 0.29, -1.46, 1.04, -0.23, -0.36, -0.73, -0.38, -0.24, 0.48, 0.35, 0.50, 0.40, 0.42, 0.40, 0.42, 0.38

---

(3)
Formula: C9H14
Source: the Open Molecules 2025 dataset
Level of theory: ωB97M-V/def2-TZVPD

The geometry in ORCA input format:
```
! RIJCOSX wB97M-V def2-TZVPD def2/J DEFGRID3
* xyz 1 2
C -2.026 0.678 -0.055
C 0.766 -1.962 -0.653
C 0.755 -2.033 -2.034
C 0.023 -0.952 -0.022
C -0.915 -0.170 -0.693
C -0.231 -1.331 -2.683
C -1.094 -0.281 -2.046
H 1.460 -2.569 -0.080
H 1.413 -2.759 -2.467
H -0.010 -0.641 1.008
H -0.270 -1.178 -3.714
H -2.968 0.544 -0.588
H -1.827 1.726 -0.211
H -1.854 0.201 -2.639
H -2.295 0.397 0.992
C 0.566 1.784 1.841
C 1.709 0.750 2.071
H 0.992 2.673 1.406
H -0.278 1.472 1.162
H 0.124 2.164 2.764
H 1.296 -0.056 2.709
H 2.217 0.339 1.211
H 2.447 1.205 2.719
*
```

Computed properties:
LUMO energy (alpha / beta) ... -4.69 / -8.51 eV
Frontier orbital gap (alpha / beta) ... 10.093 / 6.184 eV
<S²> ... 0.768

Charges obtained by Mulliken population analysis, quoted in units of e: -1.94, -0.46, -0.44, -0.09, 0.87, -0.40, -0.44, 0.41, 0.41, 0.71, 0.43, 0.49, 0.49, 0.44, 0.40, -0.44, -0.99, 0.31, -0.07, 0.30, 0.33, 0.29, 0.38

---

The structure with the most favorable energy is (2); the runner-up is 0.265 eV above it.